1.
The following is a DFT calculation (ωB97M-V/def2-TZVPD) of a 9-piece molecular cluster, C22H60ClN3O10 overall at a distorted geometry.

Each line ends with the Mulliken charge.
Element x y z (Å)
O  12.3323  2.1261  -0.1101  -0.5116
C  -12.5594  -1.2120  -2.2020  -0.9878
H  9.4414  0.1584  -1.0907  0.4062
O  -1.3905  0.5005  3.4180  -0.4833
H  -11.8517  0.5993  -3.1499  0.2274
H  3.8922  -1.8741  4.7271  -0.1985
H  4.6130  -2.8804  5.9988  0.3284
H  -7.7482  1.4561  -0.2723  0.2870
O  -7.8560  0.9453  -1.0930  -0.4869
H  5.7229  -1.4015  -0.6619  0.2240
N  1.6975  -0.8857  2.4877  -0.5303
H  4.0668  -0.1958  0.8027  0.3380
Cl  -4.3344  -3.6758  0.0436  -0.2306
O  0.4564  -2.0423  -0.6144  -0.5808
H  -1.5353  -0.1268  2.6889  0.2463
H  -3.1952  0.1540  -6.5645  0.3578
C  4.3884  -0.8054  6.5416  -1.1082
H  0.7247  -0.5277  2.3691  0.2257
H  -9.4446  2.1013  -1.6859  0.2913
H  12.5000  4.2409  1.5037  0.2653
C  -4.0312  0.0986  -5.8597  -1.0743
H  -8.5937  1.2329  -2.9787  0.2744
N  -1.4510  -3.1893  -2.1920  -0.6720
C  -2.6722  2.1011  2.1630  -0.8816
H  -5.8304  -0.7824  -2.6152  0.1811
H  -0.5212  1.8693  2.1602  0.2415
H  -10.9086  0.3729  -1.0639  0.2761
C  1.6779  -2.2541  2.3561  0.1632
C  -7.5775  3.0081  -2.2959  -1.0581
C  8.6054  0.1029  -0.3859  -0.8369
H  -13.0584  -1.6046  -3.0924  0.3260
H  10.7384  0.8542  0.8053  0.3335
C  -3.8331  1.0711  -4.7156  0.0998
H  -4.0665  -0.9308  -5.4880  0.2378
H  5.0061  -0.6315  2.2250  0.0837
H  5.3867  -0.5039  6.2124  0.3186
H  -8.0259  3.6753  -3.0374  0.3700
H  7.9772  1.0013  1.4712  0.2046
H  7.6771  0.3166  -0.9231  0.2719
H  5.7027  0.4715  1.0139  0.2363
H  11.4457  2.3385  -0.4489  0.2573
H  -13.4216  0.7599  -2.3382  0.2882
C  -3.7958  -1.6675  -1.9182  -0.1374
H  13.2168  3.4708  -1.3833  0.2760
H  -1.8982  0.8498  -4.6686  0.2782
H  -4.9595  0.3122  -6.3969  0.3380
H  -3.5077  2.0229  2.8664  0.2595
H  -2.9679  -1.5986  0.2472  -0.0915
C  12.5740  4.4557  0.4326  -1.0261
C  3.9296  -2.0480  5.8069  0.2672
H  -3.0872  -0.8036  -2.3277  0.0917
H  -5.9415  -1.5253  -0.8822  0.3669
H  0.5852  -4.1366  1.4407  0.3086
C  8.8035  1.0755  0.7582  -0.1954
O  4.8384  -2.7462  0.6112  -0.5598
C  5.6578  -1.6038  0.4116  -0.0872
C  13.1517  3.2686  -0.3098  -0.2591
H  -5.0847  0.1843  -1.1470  0.2098
O  -0.7800  -2.4498  1.4483  -0.2318
H  -0.0375  -3.5648  3.1344  0.2925
H  14.1553  3.0377  0.0593  0.2740
H  -4.0591  -2.4704  -2.7500  0.2198
H  8.8528  2.1060  0.3932  0.2232
H  -2.6669  3.1058  1.7310  0.3565
C  -8.4586  1.8003  -2.0532  -0.1672
H  -11.5732  -1.6797  -2.1155  0.3104
C  -12.4332  0.2956  -2.2740  -0.1898
C  0.3393  -3.1623  2.0839  -0.6363
H  -4.6594  0.9969  -4.0026  -0.0380
H  3.9518  -2.5339  0.2725  0.3125
H  -1.1807  -2.2920  -2.6465  0.2427
H  11.5607  4.6766  0.0814  0.3317
H  -2.1343  -3.7453  -2.7474  0.2894
H  -3.7838  2.1016  -5.0806  0.3289
N  -1.7856  -3.0617  -0.8600  0.3840
O  2.6354  -2.4252  6.2529  -0.5267
H  -13.1311  -1.5084  -1.3164  0.2574
O  10.0099  0.7772  1.4451  -0.5334
H  4.4107  -0.9833  7.6218  0.2932
C  -1.3603  1.8058  2.8599  -0.2262
H  -6.5890  2.6982  -2.6507  0.1540
O  -11.7887  0.7847  -1.1071  -0.5041
H  -7.4217  3.5669  -1.3673  0.3447
H  -2.8590  1.3752  1.3649  0.1736
H  2.7263  -2.8048  2.5033  0.3739
C  -3.1158  -2.3956  -0.6214  0.2628
C  -0.6681  -2.4870  -0.0176  0.3704
C  5.0801  -0.4166  1.1539  -0.6908
H  -1.1882  2.5199  3.6706  0.3246
H  13.1966  5.3439  0.2925  0.3512
H  6.6614  -1.8346  0.7806  0.1107
H  2.0344  -1.6826  6.0703  0.3004
O  -2.6267  0.7728  -4.0287  -0.5030
C  -5.2400  -0.9074  -1.5858  -0.9142
H  8.5701  -0.9264  -0.0141  0.1879
H  3.6950  0.0243  6.3698  0.3313

Calculated values
ΔE to the lowest compared entry with this formula, charge and spin: 2.776 eV
Structure (SMILES): [H]/N=C\COC(=O)N(N)[C@H](Cl)CC.CCO.CCO.CCO.CCO.CCO.CCO.CCO.CCO

=====

2.
The following is a DFT calculation (ωB97M-V/def2-TZVPD) of a 8-piece molecular cluster, C22H60O8 overall at a distorted geometry.

Each line ends with the Mulliken charge.
Element x y z (Å)
H  7.8566  10.2641  19.6536  0.4465
C  11.0506  19.3366  12.0799  0.5571
C  8.6325  11.0016  19.8589  -1.4498
C  10.3886  14.3793  22.0553  -0.9254
H  9.6174  10.5391  19.9234  0.2185
H  14.3008  10.4152  16.2522  0.3495
H  15.9331  16.0128  13.9254  0.2399
C  6.2364  16.3266  18.4731  0.6424
H  8.4124  11.4175  20.8422  0.3563
H  11.4312  11.2446  13.6010  0.4831
O  9.9367  18.9521  12.8526  -0.5195
H  11.3293  12.1905  14.9939  -0.1840
H  7.0984  14.6006  17.2744  -0.0647
H  9.4194  19.7371  13.0469  0.2921
C  8.5444  12.1661  18.8314  0.6126
C  9.7712  15.5734  21.3148  0.0624
H  5.8465  16.2473  20.5818  0.4413
H  10.0110  15.6829  17.5627  0.2891
C  13.3906  10.2711  16.8343  -1.2076
O  12.1314  11.2361  18.4684  -0.3443
H  10.2443  12.5368  13.5405  0.3419
H  11.0381  17.3877  11.1112  0.2969
H  9.3325  10.8484  17.3886  0.3766
O  12.4412  14.4337  13.9114  -0.0448
C  11.7585  18.0488  11.5929  -0.7202
H  11.5669  14.8132  14.0262  0.0772
H  5.1516  14.8743  19.6383  0.3244
H  11.5344  21.0297  13.3239  0.3957
H  10.2200  14.6032  19.7018  0.3182
O  9.6613  12.9494  19.0664  0.2621
H  9.8467  16.5201  21.8498  0.3681
O  10.3512  16.3368  14.2546  -0.6977
H  11.4781  14.4121  22.0528  0.2720
H  12.5414  14.2004  11.2474  0.3120
H  11.5610  16.8315  15.9325  0.0102
H  12.2778  19.5864  13.8744  0.2344
C  15.6909  16.0805  14.9860  0.5229
H  12.9869  12.9523  16.4532  -0.2053
H  17.6938  15.6034  15.6836  0.3770
H  10.5890  14.5917  16.2711  -0.1077
H  12.5441  10.3594  16.1532  0.1457
H  10.0751  17.1307  13.7910  0.1560
H  12.0280  17.4861  12.4867  -0.1583
H  8.6973  15.4210  21.2070  -0.0590
C  13.3902  11.3253  17.9222  0.4447
C  10.5279  16.6294  15.6499  -0.1300
C  11.9757  20.1009  12.9623  -1.3583
H  13.2849  9.2602  17.2281  0.4181
H  17.4304  17.2924  15.3243  0.3808
C  10.0097  15.4887  16.4902  -0.0289
H  7.6253  12.7272  19.0009  0.1706
H  10.1094  13.4173  21.6256  0.0975
H  14.1343  11.1495  18.6990  0.3749
H  5.3888  14.8959  16.9798  0.4615
H  13.2003  13.5418  18.0727  0.3338
H  6.6202  15.9740  16.3402  0.3078
O  15.2336  14.8254  15.3174  -0.4805
C  6.3384  15.3792  17.2091  -0.9266
H  14.4384  14.6606  14.8055  0.1645
H  7.1069  16.9541  18.6640  0.2183
H  12.6882  18.2283  11.0529  0.4312
O  5.2271  17.2047  18.2007  -0.5584
H  10.0474  17.5747  15.9020  0.6138
H  11.6870  12.6423  11.2885  0.4504
H  14.5602  12.9584  17.2250  0.5021
C  11.8365  13.5879  11.8097  -1.5031
H  7.6494  11.1175  17.1354  0.4254
C  6.0042  15.5411  19.7666  -0.9849
H  14.3084  17.1605  16.3397  0.3187
C  11.2342  12.2708  13.9110  -0.9114
H  13.6234  16.5691  14.8026  -0.2153
C  16.9623  16.4081  15.7567  -1.5455
H  13.2908  12.7161  13.1607  0.4447
H  6.8970  14.9667  20.0135  -0.1762
H  10.3983  12.3425  18.9659  -0.1693
C  12.3102  13.1850  13.2419  0.3696
H  8.7383  12.3630  16.6645  0.1627
C  14.4866  17.0421  15.2709  -0.5788
H  16.7851  16.6821  16.7967  0.3570
H  8.9641  15.3510  16.2148  -0.2675
H  14.6831  17.9776  14.7472  0.3676
C  13.5037  12.7475  17.3908  -0.9997
H  5.2058  17.8206  18.9367  0.3442
H  12.0956  10.5292  19.1170  0.1822
H  12.9046  20.3254  12.4381  0.3718
H  10.8714  14.0941  11.8311  0.3224
C  8.5656  11.6210  17.4440  -1.4147
H  10.1567  14.3724  23.1203  0.3939
O  10.3278  15.5102  19.9972  -0.5017
H  10.8324  20.0407  11.2770  0.2264

Calculated values
ΔE to the lowest compared entry with this formula, charge and spin: 1.075 eV
Structure (SMILES): CC(C)O.CC(C)O.CC(C)O.CC(C)O.CC(C)O.CC(C)O.CCO.CCO

=====

3.
The following is a DFT calculation (ωB97M-V/def2-TZVPD) of C22H61MgN4O7 as an isolated structure at a distorted geometry.

Each line ends with the Mulliken charge.
Element x y z (Å)
H  -20.8152  5.3436  -0.6256  0.2816
H  -26.1629  7.3607  4.1300  0.0246
H  -24.6611  12.3067  7.6254  0.3524
H  -24.4471  2.5967  -0.8961  0.0943
C  -28.0274  11.5703  0.5877  -1.0450
N  -27.9285  14.0259  0.5638  -0.7278
H  -28.9667  7.3570  7.8877  0.2969
H  -20.8345  8.6143  3.5826  0.3583
C  -24.0984  11.4003  7.8497  -1.2224
O  -25.6726  6.6497  -1.8208  -0.3497
O  -23.4032  9.2489  6.8984  -0.5348
H  -24.8772  5.7814  -5.0436  0.3131
C  -25.5872  7.4535  3.2033  0.3320
Mg  -22.5052  6.4209  3.8054  0.9600
C  -24.5690  2.3721  0.1682  -0.5083
H  -26.3871  12.8970  0.9583  0.0649
H  -26.7008  6.5759  6.6460  0.1822
H  -22.9581  10.5011  2.4834  0.3610
C  -27.1790  12.8031  0.2028  0.8226
C  -24.0977  10.4857  6.6210  -0.0290
H  -27.7380  14.8791  0.0566  0.2091
H  -23.0689  11.6037  8.1354  0.3807
H  -28.5209  11.7350  1.5433  0.3913
H  -26.1298  3.7707  -1.2362  0.1702
O  -25.9678  11.6168  -1.5227  -0.3275
C  -22.1012  10.1643  1.8890  -1.7082
C  -28.4568  6.3945  7.9503  -0.3579
H  -22.5560  4.6044  -4.5304  0.4472
H  -27.5113  3.4504  -0.1472  0.3844
H  -22.8410  8.1878  1.5324  -0.2732
C  -27.6192  5.9966  6.7365  -0.7552
H  -27.7878  6.3459  8.8084  0.2622
H  -23.6591  7.1620  -1.8862  0.0572
H  -27.3652  4.9760  7.0297  0.2767
H  -28.7599  11.3973  -0.2054  0.3224
H  -22.3198  8.9686  3.9002  0.1902
H  -24.7063  10.8843  8.5942  0.3160
H  -25.2765  9.2443  1.9103  -0.2737
H  -21.9468  5.3429  -3.1095  0.2104
H  -19.8709  8.3363  1.2916  0.3979
H  -26.7533  7.4797  -0.2228  0.3154
H  -27.5412  10.5940  0.6530  0.0367
H  -24.6667  7.5776  -3.2879  0.4864
H  -21.3018  10.7482  2.3544  0.4067
H  -19.3504  6.2002  -0.1774  0.3547
C  -26.5282  12.8451  -1.1776  -0.8740
C  -24.7724  11.2532  -0.9357  -0.6104
C  -20.9068  8.1440  0.9887  -0.9128
N  -24.4567  4.7362  0.6329  -0.3253
H  -30.0359  5.3129  7.4303  0.2956
C  -25.3353  3.5806  0.7092  0.0673
H  -21.0566  8.7299  0.0777  0.4377
C  -25.6726  8.9398  2.8834  -0.4574
H  -25.5569  -0.7563  -0.2901  0.2740
H  -23.8987  -0.2052  0.1433  0.2924
C  -21.9642  8.6769  1.9637  1.1572
H  -26.0191  5.3292  -4.0559  0.3125
H  -24.6457  5.5379  1.2221  0.1018
H  -25.7932  13.6516  -1.2707  0.3893
C  -20.4235  6.3217  -0.3451  -0.9527
H  -24.2252  12.0704  -0.4580  0.4711
N  -21.7780  8.2767  3.3813  -0.3204
H  -24.4461  5.1561  -0.2897  -0.0692
H  -25.7236  3.5355  1.7261  0.4980
H  -27.7788  14.2518  1.5360  0.2508
H  -24.6556  0.2465  -1.3363  0.3059
C  -26.0100  7.7251  -0.9778  -0.3136
H  -24.8333  10.3816  -0.2726  -0.1517
C  -24.1554  5.4778  -3.2791  1.3821
O  -24.3096  6.9171  3.3368  -0.5560
H  -20.5055  6.9271  -1.2524  0.3587
O  -25.3680  1.2161  0.4079  -0.3439
C  -24.4647  6.8017  -2.5362  -0.5458
H  -26.7306  5.0224  -0.1830  0.0722
C  -26.5494  3.9519  -0.2436  -0.8092
H  -26.2030  6.9743  2.4352  0.0933
H  -24.1581  4.6978  -2.5088  -0.6094
H  -25.1435  9.5836  3.6004  -0.0587
H  -23.4134  10.9100  5.8755  0.1631
H  -22.5340  6.3647  -4.4434  0.3823
O  -29.4477  5.3889  8.1869  -0.5238
O  -21.1960  6.7736  0.7581  -0.1691
H  -28.2181  5.9682  5.8268  0.3356
H  -25.0822  10.2040  6.2564  0.3081
C  -22.7219  5.4540  -3.8694  -1.4938
H  -22.6177  9.5471  7.3710  0.2744
H  -25.0867  8.0897  -0.5070  -0.2291
H  -26.3594  8.6370  -1.4770  0.4820
N  -25.0676  5.0815  -4.3233  -0.7181
H  -24.1121  10.8442  -1.7121  0.3901
C  -24.8692  0.0865  -0.2721  -0.7480
H  -27.2960  13.0548  -1.9269  0.3604
H  -22.2864  10.4909  0.8669  0.3943
H  -23.6056  2.1764  0.6443  0.4220
H  -26.6485  9.4238  2.9720  0.5727

Calculated values
Total charge: +1

=====

4.
The following is a DFT calculation (ωB97M-V/def2-TZVPD) of a 10-piece molecular cluster, C22H64O10 overall at a distorted geometry.

Each line ends with the Mulliken charge.
Element x y z (Å)
C  14.9677  18.5759  9.6948  -1.5318
C  17.0292  9.2294  7.4618  -0.6916
H  12.1289  7.9648  11.5177  0.0972
O  7.0256  12.8673  10.0622  -0.5675
C  10.8138  9.6145  11.4770  -0.9097
H  15.8889  18.5519  10.2979  0.2904
H  6.5352  13.1527  12.5604  0.3779
H  17.0599  8.2355  7.9164  0.2455
H  13.0805  11.3297  7.3333  0.2181
H  16.5289  15.1096  6.9216  0.3209
H  12.2959  13.7932  15.9744  0.3119
O  12.2973  14.7044  14.1382  -0.5408
H  12.4093  12.5986  11.1339  0.3985
H  14.7101  15.4627  9.1208  0.1334
H  12.3119  12.1076  14.1274  0.0589
H  8.1618  13.5055  13.1033  0.3428
H  10.0711  9.1575  10.7989  0.4460
C  13.4799  8.3547  8.7550  -0.1633
H  13.5603  6.3037  8.4710  0.2873
H  16.1826  13.5101  6.2072  0.2990
C  12.4608  9.0528  13.2761  -1.2453
H  18.6425  15.9811  11.0231  0.3305
C  11.5437  8.5076  12.2581  0.7354
H  12.6284  17.7095  8.4414  0.3276
C  12.9762  13.8578  15.1174  0.2951
H  15.6399  17.1606  8.1922  0.0230
H  13.2365  9.6969  12.8444  0.1473
H  14.0546  12.4902  13.9241  -0.2229
H  14.1545  15.4805  15.9416  0.3238
H  14.1239  8.5146  9.6537  0.1798
H  15.6351  13.1629  10.4989  0.1818
C  14.1143  11.7058  10.1377  1.5210
H  13.6684  18.2527  7.1329  0.3971
C  13.5492  17.5012  7.9229  -1.2469
O  14.6025  16.2309  9.7168  -0.2962
C  15.2869  12.2145  10.9005  -0.7437
O  14.4311  11.5283  8.7270  0.0176
C  7.4916  13.5697  12.2379  -1.3762
H  13.1770  13.6404  9.8647  0.0636
H  17.8713  9.3352  6.7765  0.3352
H  17.1194  15.2040  10.5541  -0.0352
O  12.9943  7.0412  8.6824  -0.5725
O  14.9960  14.1410  7.8395  0.0371
H  11.8438  12.8041  5.2326  0.3415
H  14.7503  13.2151  8.0664  0.1441
C  17.6044  14.9312  12.6169  1.2829
O  10.6589  7.6566  13.0191  -0.6069
C  14.2412  14.4388  15.6113  -0.7903
H  14.9578  14.4273  14.7758  -0.1340
H  12.9570  8.1893  13.7096  0.4360
H  16.5790  14.6377  12.9025  -0.3826
H  10.0366  13.3146  11.5616  0.0834
O  12.4792  11.4150  6.5797  -0.6166
O  16.9293  10.2530  8.4617  -0.4052
H  12.5830  8.9868  8.9001  0.0722
C  14.7647  17.3453  8.8489  1.0081
H  15.0032  19.4966  9.1013  0.4133
C  17.6334  15.7524  11.3467  -0.6508
H  7.3851  14.6010  11.9472  0.3344
H  13.5473  12.9976  5.7130  0.1008
H  16.1090  9.2747  6.8743  0.2276
C  12.5448  12.7479  6.0765  -0.3873
H  10.1358  7.1180  12.4150  0.3525
H  17.0848  16.6866  11.4934  0.1870
H  13.4990  16.5340  7.3690  0.1801
H  16.1138  11.5070  10.8574  0.4750
H  13.5366  11.7077  15.4031  0.4890
H  19.4766  13.8001  12.4557  0.3901
H  13.9886  8.7111  7.8078  0.1521
H  14.1259  18.7165  10.3702  0.3291
H  12.3480  13.4772  6.8658  0.1672
H  18.1374  12.8585  11.8423  0.2103
C  16.2224  14.0782  7.1511  -0.9359
H  10.2624  10.2454  12.1882  0.2617
C  8.0219  12.7119  11.0542  0.6869
H  15.0545  12.3551  11.9577  -0.2554
H  11.9280  9.5961  14.0552  0.3068
H  13.8628  10.7273  10.5728  -0.5898
C  12.9221  12.6140  10.1693  -1.0077
H  9.3610  14.2117  10.2499  0.4372
C  18.4065  13.6162  12.5728  -1.3722
H  15.2842  11.0371  8.6740  -0.0520
H  17.7891  10.5608  8.7506  0.2539
H  17.7560  16.4656  13.9273  0.3350
H  12.8331  14.6950  13.3347  0.2800
H  14.7329  13.8814  16.4084  0.3605
H  8.0544  11.6475  11.3067  0.0855
O  18.1867  15.6377  13.7177  -0.6180
H  11.4440  10.2437  10.8427  -0.0389
H  7.3648  12.5689  9.2125  0.3112
H  9.9159  12.5787  9.9110  0.2748
C  9.4237  13.2008  10.6594  -0.9602
C  13.2304  12.4271  14.6377  -0.4548
H  12.2042  12.2690  9.4100  0.0771
H  16.9883  13.6501  7.7975  0.2649
H  18.3154  13.2106  13.5893  0.3468

Calculated values
ΔE to the lowest compared entry with this formula, charge and spin: 0.575 eV
Structure (SMILES): CC(C)O.CC(C)O.CC(C)O.CC(C)O.CC(C)O.CC(C)O.CO.CO.CO.CO

=====

| no. | HOMO level (eV) | LUMO energy (eV) | M (g mol⁻¹) |
| --- | --- | --- | --- |
| 1 | -9.51 | 0.3 | 562.186 |
| 2 | -9.39 | 0.6 | 452.714 |
| 3 | -10.79 | -5.3 | 518.056 |
| 4 | -9.83 | 0.0 | 488.744 |